(1)
73
Properties=species:S:1:pos:R:3:forces:R:3 method="wB97M-V/def2-TZVPD" molar_mass_g_mol=630.459 orbital_gap_ha=0.14805 e_tot_ha=-2522.78961 e_above_lowest_kj_mol=142.5 homo_energy_ev=-4.99
C -3.048310 2.331803 -0.140301 -0.817 -0.005 0.384
C -1.750683 2.347736 -0.827147 1.399 0.286 0.435
C -1.474858 2.745444 -2.115376 0.549 -0.146 -0.264
C -0.097368 2.801816 -2.442223 -0.001 -0.137 0.623
C 0.741293 2.372972 -1.403306 -0.051 3.381 -0.821
B -2.067316 -1.571158 -0.155657 0.959 1.691 -0.463
C 2.118354 2.809821 -1.245188 0.285 0.193 -0.170
C 2.697734 2.965269 0.029076 0.002 0.033 -0.246
C 4.053120 3.215350 0.148498 0.124 0.153 -0.169
C 4.695247 3.255430 1.506852 0.347 -0.198 0.711
F 5.440470 4.383086 1.705550 -0.548 -0.923 -0.111
F 3.782490 3.185167 2.521048 0.809 0.092 -0.766
F 5.548100 2.182321 1.666797 -0.662 1.038 -0.016
C 4.865465 3.369365 -0.975849 -0.087 -0.107 0.225
C 4.281307 3.280152 -2.231172 -0.220 0.233 -0.110
C 5.165177 3.347842 -3.447019 0.401 -0.070 -0.569
F 5.814173 2.145628 -3.636555 -0.480 1.114 0.056
F 4.460745 3.600369 -4.590587 0.663 -0.193 0.860
F 6.132505 4.307552 -3.341240 -0.749 -0.835 -0.151
C 2.916899 3.058230 -2.381344 0.164 -0.410 0.339
O -2.975604 -0.946678 0.629430 -0.990 0.156 0.106
C -4.390447 -1.267716 0.562569 0.733 -0.195 -0.260
C -4.644801 -2.688591 0.006408 0.108 0.190 -0.115
C -4.311384 -3.741707 1.057971 0.264 -0.036 0.071
C -6.113517 -2.812087 -0.379271 -0.109 0.138 -0.179
C -3.779369 -2.900197 -1.254309 0.614 0.360 0.519
O -2.378124 -2.587079 -0.995402 -0.633 -0.366 -0.607
S -0.263954 1.916509 0.015635 -1.062 -0.822 -1.902
H -3.762410 1.690716 -0.678147 0.095 0.061 0.291
H -2.946811 1.966382 0.887703 -0.142 0.000 -0.245
H -3.476330 3.344764 -0.111117 0.032 -0.212 0.024
H -2.271013 3.055674 -2.790397 0.203 -0.105 0.087
H 0.301323 3.205794 -3.370939 -0.215 0.033 0.262
H 2.080500 2.901168 0.922625 0.201 -0.127 -0.194
H 5.927946 3.554067 -0.869134 -0.068 -0.045 -0.009
H 2.483274 3.003835 -3.377753 0.149 -0.072 0.240
H -4.774810 -1.166991 1.585896 -0.002 -0.077 -0.267
H -4.867597 -0.505458 -0.076496 0.103 -0.242 0.187
H -4.472729 -4.741608 0.634192 0.052 0.129 0.171
H -3.267229 -3.660796 1.395113 -0.426 -0.068 -0.070
H -4.971402 -3.616122 1.925398 0.175 -0.085 -0.097
H -6.320587 -3.803456 -0.803014 -0.003 0.189 0.109
H -6.758714 -2.666385 0.496542 0.100 -0.051 -0.180
H -6.369624 -2.053245 -1.129283 -0.092 -0.157 0.096
H -3.783218 -3.949041 -1.577034 -0.191 0.268 0.071
H -4.123852 -2.255956 -2.081987 0.110 -0.233 0.253
C -1.022877 -3.434836 4.400366 -0.044 0.020 -0.125
C -1.152313 -3.911245 3.092817 -0.170 0.259 0.031
C -0.908500 -3.064571 2.010558 0.285 0.353 0.206
C -0.492231 -1.727493 2.228797 0.034 -0.828 1.053
C -0.023086 -0.919369 1.155156 -0.992 0.688 0.058
O 1.125892 -0.272394 1.481832 1.630 0.924 -0.543
C 2.083415 -0.110184 0.478169 -0.169 -0.685 0.548
C 1.655983 0.020526 -0.831637 0.249 0.152 -0.213
C 2.586510 -0.152745 -1.863762 -0.397 0.160 0.356
C 3.925813 -0.310012 -1.534995 0.266 -0.102 -0.507
C 4.348699 -0.304846 -0.205674 0.089 0.193 0.192
C 3.424837 -0.202678 0.825087 -0.091 -0.138 0.029
C 0.195831 0.328520 -0.956803 -1.050 -3.647 0.615
C -0.501009 -0.939466 -0.195020 -0.897 -1.594 0.224
C -0.341072 -1.267353 3.557508 -0.148 -0.377 0.000
C -0.622534 -2.107793 4.624956 -0.017 -0.087 -0.136
H -1.229251 -4.095617 5.243889 0.091 0.195 -0.238
H -1.442214 -4.947626 2.901566 0.099 0.308 0.136
H -0.932854 -3.450357 0.985185 0.006 0.048 0.434
H 2.243957 -0.133433 -2.904840 0.212 0.103 0.380
H 4.661828 -0.407829 -2.336805 -0.209 0.007 0.285
H 5.409871 -0.388275 0.030496 -0.279 0.041 -0.090
H 3.695019 -0.210676 1.881114 0.039 -0.124 -0.310
H -0.170675 0.373383 -1.980829 -0.048 0.223 0.283
H -0.033272 -1.800204 -0.719341 0.539 0.535 -0.568
H -0.008410 -0.241505 3.718086 -0.090 -0.307 0.013
H -0.521415 -1.731946 5.644098 -0.034 -0.143 -0.249


(2)
81
Properties=species:S:1:pos:R:3:forces:R:3 method="wB97M-V/def2-TZVPD" molar_mass_g_mol=984.516 orbital_gap_ha=0.22359 e_tot_ha=-8067.60778 e_above_lowest_kj_mol=113.0 homo_energy_ev=-4.56 charge=-1
Cs 0.016507 -0.536146 0.159749 0.262 0.575 -0.002
C -3.447772 1.256671 4.108733 0.035 0.104 0.051
C -2.545854 0.747276 3.018735 0.022 0.073 0.054
N -1.553507 1.372002 2.522285 -0.011 -0.129 -0.084
N -1.322826 2.636754 2.964206 -0.196 0.161 0.164
C -0.187512 3.317723 2.648405 0.021 0.057 -0.027
N -0.247901 4.639649 3.022640 -0.185 0.005 0.075
S 1.159782 2.679762 1.964248 0.166 -0.149 -0.148
C -2.819516 -0.595566 2.438545 0.050 -0.104 0.048
C -2.703988 -1.738031 3.220599 -0.016 -0.002 -0.111
C -2.864912 -2.969547 2.609573 0.000 0.045 -0.035
C -3.159660 -3.007870 1.255899 -0.019 0.007 0.038
C -3.289456 -1.808331 0.571771 -0.095 -0.163 -0.069
N -3.127702 -0.618965 1.142906 0.062 0.035 -0.024
H -4.056472 2.092857 3.750340 0.004 0.016 -0.002
H -2.872293 1.595440 4.974239 -0.002 0.029 0.004
H -4.131517 0.478762 4.438711 0.023 -0.025 -0.020
H -2.000294 3.085979 3.567701 0.059 -0.010 -0.034
H -1.137290 5.108200 2.935185 -0.006 0.001 0.025
H 0.546392 5.179896 2.722058 0.010 -0.049 -0.021
H -2.415745 -1.665936 4.260398 0.002 0.006 0.019
H -2.721563 -3.880748 3.173859 -0.003 -0.013 0.006
H -3.273201 -3.944614 0.727902 0.008 -0.005 0.004
H -3.510134 -1.801579 -0.490669 -0.006 -0.025 -0.029
C 4.084696 -1.277329 -1.469007 0.003 0.048 0.028
C 3.194362 -2.026503 -2.418584 0.065 0.078 0.099
C 3.731868 -3.053662 -3.226915 -0.143 -0.037 -0.077
C 2.900811 -3.756104 -4.048360 0.060 0.087 0.116
C 1.518042 -3.459423 -4.068404 0.010 -0.100 -0.171
C 0.574042 -4.152904 -4.862544 -0.173 0.112 0.053
Br 1.124694 -5.561676 -6.018418 -0.019 -0.027 -0.022
C -0.754764 -3.818045 -4.807568 0.229 -0.155 -0.097
C -1.180873 -2.791833 -3.973013 -0.068 0.035 0.011
Br -3.036730 -2.388443 -3.917130 -0.075 0.031 0.018
C -0.334809 -2.028126 -3.147119 -0.389 0.111 -0.062
O -0.745359 -1.104953 -2.390558 -0.006 -0.207 -0.376
C 1.073745 -2.405280 -3.234662 -0.079 -0.203 -0.085
N 1.920721 -1.714262 -2.442365 0.267 0.102 0.239
H 4.996207 -0.936931 -1.964602 0.019 -0.003 0.004
H 4.381047 -1.917996 -0.634894 -0.001 0.012 0.011
H 3.555012 -0.414985 -1.066472 0.014 -0.006 0.000
H 4.789951 -3.276833 -3.179467 0.011 0.002 0.007
H 3.284421 -4.549309 -4.675230 -0.015 -0.008 -0.012
H -1.477884 -4.350561 -5.410511 0.013 -0.004 0.001
O 0.149727 -2.126476 2.484101 0.255 -0.448 0.050
N 1.309625 -2.372572 2.045773 -0.394 0.185 0.767
C 2.168173 -2.939751 2.889877 -0.179 0.094 -0.490
C 3.475582 -3.099595 2.391260 0.612 -0.237 -0.150
N 4.544779 -3.227586 1.981142 0.106 0.016 -0.045
C 1.844988 -3.367520 4.200267 -0.288 0.065 0.302
N 1.563484 -3.712102 5.262876 0.012 -0.037 0.034
C 0.627628 1.325107 -3.827417 -0.089 0.038 0.034
C 1.462745 2.563107 -3.657784 0.018 -0.025 0.089
N 2.776891 2.395341 -3.985822 0.215 0.018 0.006
O 1.043735 3.648946 -3.293611 -0.172 0.040 -0.092
H 0.374955 1.211717 -4.882284 -0.012 -0.031 -0.077
H -0.296318 1.377875 -3.258840 0.065 0.099 0.004
H 1.175256 0.440004 -3.504686 -0.066 -0.045 -0.003
H 3.156925 1.468467 -4.074797 -0.014 0.043 0.013
H 3.404616 3.150700 -3.761822 -0.031 -0.059 -0.029
S -4.064530 3.989604 -4.286862 0.380 -0.249 0.000
C -3.076151 3.230581 -2.992588 -0.092 0.117 0.075
C -3.167587 1.868873 -2.745838 -0.149 -0.069 -0.052
C -2.456486 1.333222 -1.682156 0.001 -0.002 -0.049
N -1.665834 2.059914 -0.893369 0.044 -0.043 -0.046
C -1.554072 3.355386 -1.158480 -0.086 0.052 -0.069
C -2.247420 3.991935 -2.181653 -0.028 0.049 0.017
C -3.010348 3.655439 -5.690166 -0.130 0.088 0.031
C -1.646508 3.906623 -5.662161 0.074 -0.111 0.107
C -0.904632 3.648743 -6.802739 0.064 -0.004 0.061
N -1.423680 3.196844 -7.941765 0.093 -0.008 -0.125
C -2.731684 2.972074 -7.959242 -0.066 0.010 0.017
C -3.564110 3.175491 -6.869204 -0.091 0.030 0.070
H -3.784695 1.230683 -3.364174 0.008 -0.014 0.007
H -2.502576 0.270288 -1.479702 -0.043 0.036 -0.054
H -0.873876 3.912811 -0.525184 0.047 0.050 0.006
H -2.133419 5.054297 -2.346168 0.018 0.015 -0.007
H -1.153658 4.253810 -4.765338 0.068 0.030 0.053
H 0.168478 3.814838 -6.792560 -0.042 0.009 -0.004
H -3.143162 2.595679 -8.889257 -0.003 -0.010 -0.013
H -4.619257 2.946225 -6.932213 -0.010 0.001 -0.004


(3)
68
Properties=species:S:1:pos:R:3:forces:R:3 method="wB97M-V/def2-TZVPD" molar_mass_g_mol=771.464 orbital_gap_ha=0.19723 e_tot_ha=-3331.66722 homo_energy_ev=-19.94 charge=+4
Ta -0.371091 0.118989 -0.528821 0.225 0.115 -0.267
C 2.684302 -1.871516 1.678984 -0.053 0.001 -0.014
C 3.010790 -0.575564 0.907510 0.097 0.110 0.059
P 2.132348 -0.417880 -0.661752 -0.296 -0.356 0.138
C 2.241135 -1.841882 -1.723911 -0.041 0.027 -0.204
C 1.144545 -2.091655 -2.566805 0.035 0.010 -0.014
C 1.145616 -3.166170 -3.437201 0.053 0.024 0.036
C 2.263543 -3.997222 -3.473397 -0.004 -0.037 -0.016
C 3.356384 -3.757052 -2.649972 0.023 -0.011 0.017
C 3.353439 -2.682424 -1.769987 -0.008 0.018 0.064
C 2.329544 1.137714 -1.496264 0.124 -0.043 -0.311
C 3.369736 2.055826 -1.435825 -0.131 0.091 0.261
C 3.272109 3.226017 -2.182402 0.004 0.011 0.020
C 2.154361 3.483911 -2.972386 -0.099 0.029 -0.075
C 1.107803 2.569455 -3.054399 0.158 0.136 0.046
C 1.212643 1.397087 -2.319359 -0.423 -0.097 0.081
C 1.237234 -2.384345 1.517044 0.077 -0.072 -0.020
P 0.035498 -1.040186 1.657597 0.047 0.290 -0.202
C -0.092996 -0.313050 3.255814 -0.092 -0.047 0.140
C -0.558286 -1.135437 4.296003 0.041 0.068 0.002
C -0.580391 -0.633868 5.585639 -0.019 -0.043 -0.007
C -0.132410 0.658967 5.838085 0.004 0.010 0.014
C 0.336442 1.467677 4.807157 -0.008 0.002 -0.015
C 0.356274 0.989860 3.508673 -0.001 -0.060 0.033
C -1.536657 -1.453639 0.858568 -0.095 -0.174 -0.026
C -2.742246 -0.866778 1.298395 0.070 0.017 0.020
C -3.942256 -1.197843 0.679416 -0.033 -0.037 -0.083
C -3.953128 -2.057993 -0.414478 -0.029 0.049 0.033
C -2.760534 -2.583658 -0.919730 -0.007 -0.004 -0.028
C -1.553816 -2.299512 -0.292556 0.036 0.066 0.069
H 2.911661 -1.691423 2.729405 -0.034 -0.023 0.013
H 3.338442 -2.679440 1.353792 0.025 0.014 -0.006
H 4.088107 -0.467545 0.758192 0.002 -0.088 -0.039
H 2.698228 0.309084 1.474885 0.065 0.006 0.021
H 0.285090 -1.405787 -2.613704 -0.007 -0.066 0.027
H 0.311052 -3.349676 -4.100737 -0.004 0.012 0.005
H 2.283677 -4.833208 -4.160701 0.003 -0.002 0.002
H 4.221360 -4.405338 -2.700443 0.001 0.005 0.004
H 4.217780 -2.501611 -1.141877 0.009 0.000 -0.010
H 4.240317 1.878837 -0.816887 0.007 -0.005 -0.016
H 4.081736 3.944091 -2.154097 0.015 -0.009 -0.019
H 2.109212 4.396636 -3.552705 0.013 0.004 0.005
H 0.272541 2.749383 -3.718073 -0.021 -0.009 0.014
H 0.500890 0.592605 -2.605700 0.181 -0.098 -0.072
H 1.007010 -3.159893 2.251573 0.022 0.050 0.058
H 1.117585 -2.829761 0.525414 -0.032 -0.063 0.057
H -0.899572 -2.147622 4.107649 0.004 -0.003 0.001
H -0.942502 -1.252733 6.395804 0.002 0.004 0.002
H -0.143948 1.038571 6.851691 -0.001 0.001 -0.001
H 0.690387 2.466999 5.021834 0.001 -0.002 -0.002
H 0.730396 1.622288 2.712734 0.026 -0.004 0.002
H -2.730750 -0.202557 2.156056 0.006 -0.008 0.002
H -4.871037 -0.794736 1.063746 -0.003 -0.003 -0.004
H -4.894390 -2.329832 -0.877301 0.000 -0.002 0.005
H -2.781609 -3.261312 -1.764646 -0.002 0.001 0.000
H -0.660595 -2.830825 -0.610523 -0.010 0.004 0.007
Cl -2.434208 0.617392 -2.024783 0.121 0.124 0.133
C -2.977061 2.212523 -1.399824 0.089 -0.058 0.098
C -4.050745 2.788346 -2.014272 -0.069 0.089 0.025
C -4.477281 4.026338 -1.512735 -0.038 -0.011 -0.053
C -3.842342 4.634689 -0.447415 0.045 -0.019 0.035
C -2.743669 4.027685 0.161795 -0.104 -0.010 -0.078
Cl -1.959591 4.781645 1.477099 -0.014 -0.014 -0.019
C -2.293850 2.792823 -0.323279 -0.017 -0.118 -0.001
S -0.855236 2.097957 0.413249 0.059 0.210 0.046
H -4.552690 2.322911 -2.852358 -0.009 0.001 0.003
H -5.324751 4.514712 -1.976868 0.003 -0.005 -0.008
H -4.189589 5.589940 -0.075639 0.011 0.002 0.010